No. 1
C47H43InN6O4P2STe2 | ωB97M-V/def2-TZVPD

XYZ file:
```
106
Properties=species:S:1:pos:R:3:mulliken_charge:R:1
In -1.29 -0.03 -0.50 2.493
Te 2.61 0.44 2.83 0.156
C 4.40 -0.62 2.44 0.092
C 5.25 -0.19 1.43 -0.135
C 6.34 -0.98 1.10 -0.424
N 6.63 -2.13 1.70 -0.655
C 5.82 -2.52 2.67 -0.382
C 4.70 -1.81 3.08 -0.184
C 1.84 0.09 0.93 -0.364
P 0.81 -1.29 0.60 1.082
C 1.56 -2.24 -0.76 0.725
C 0.78 -2.75 -1.80 -0.810
C 1.38 -3.46 -2.83 -0.682
C 2.75 -3.68 -2.83 -0.853
C 3.53 -3.18 -1.79 -0.520
C 2.94 -2.46 -0.77 0.115
C 0.76 -2.47 1.98 0.677
C 0.07 -2.11 3.14 -0.554
C 0.03 -2.97 4.23 -0.792
C 0.68 -4.19 4.17 -0.789
C 1.36 -4.56 3.02 -0.815
C 1.40 -3.70 1.93 -0.753
P 1.22 1.37 -0.12 0.308
C 1.94 1.04 -1.77 0.180
C 3.21 0.48 -1.91 0.103
C 3.73 0.23 -3.17 -0.468
C 2.99 0.54 -4.30 -1.044
C 1.73 1.10 -4.18 -0.170
C 1.21 1.35 -2.91 -0.446
C 1.97 2.98 0.31 1.007
C 1.57 3.63 1.48 -0.306
C 2.12 4.84 1.85 -0.981
C 3.09 5.43 1.05 -0.640
C 3.49 4.81 -0.13 -0.814
C 2.93 3.59 -0.50 -0.706
H 5.07 0.74 0.89 0.410
H 7.02 -0.67 0.31 0.395
H 6.06 -3.47 3.15 0.378
H 4.05 -2.20 3.86 0.371
H -0.29 -2.58 -1.81 0.280
H 0.77 -3.83 -3.64 0.459
H 3.21 -4.23 -3.64 0.370
H 4.60 -3.34 -1.79 0.501
H 3.55 -2.04 0.02 -0.054
H -0.41 -1.14 3.20 0.505
H -0.50 -2.67 5.13 0.495
H 0.65 -4.86 5.02 0.440
H 1.87 -5.51 2.97 0.468
H 1.92 -4.01 1.03 0.396
H 3.77 0.21 -1.02 0.177
H 4.71 -0.22 -3.26 0.449
H 3.39 0.33 -5.28 0.378
H 1.14 1.34 -5.05 0.330
H 0.24 1.80 -2.81 0.065
H 0.82 3.18 2.12 0.331
H 1.79 5.32 2.76 0.442
H 3.52 6.38 1.33 0.393
H 4.23 5.27 -0.76 0.451
H 3.24 3.12 -1.42 0.394
O -1.93 -0.67 1.55 -0.503
C -2.51 -1.66 2.01 -0.712
C -3.10 -2.74 1.28 1.234
C -3.76 -3.73 2.03 -0.561
C -4.35 -4.77 1.39 -0.607
C -4.32 -4.88 -0.01 -0.412
C -3.68 -3.94 -0.76 -1.152
C -3.03 -2.82 -0.14 0.007
O -2.41 -1.96 -0.84 -0.010
N -5.05 -5.80 2.17 1.032
O -5.56 -6.72 1.57 -0.645
O -5.05 -5.68 3.38 -0.638
H -2.61 -1.73 3.11 0.259
H -3.80 -3.67 3.11 0.565
H -4.81 -5.73 -0.48 0.529
H -3.64 -4.00 -1.84 0.534
C -1.77 2.96 0.89 -0.785
N -2.46 4.16 1.34 0.224
C -3.38 3.79 2.42 -0.676
N -4.36 2.79 1.99 0.176
C -3.63 1.61 1.55 -0.965
N -2.70 1.90 0.42 1.006
C -3.52 2.49 -0.67 -0.120
N -4.23 3.68 -0.25 0.150
C -3.26 4.67 0.22 -0.712
C -5.11 3.33 0.86 -0.674
H -1.19 2.54 1.72 -0.156
H -1.09 3.22 0.08 0.361
H -3.91 4.69 2.75 0.365
H -2.80 3.39 3.26 0.344
H -4.34 0.85 1.22 0.236
H -3.05 1.21 2.38 0.172
H -4.23 1.73 -1.02 0.457
H -2.86 2.74 -1.50 -0.767
H -3.78 5.57 0.54 0.404
H -2.59 4.92 -0.60 0.278
H -5.84 2.59 0.53 0.328
H -5.65 4.23 1.19 0.356
Te -2.46 -0.10 -3.05 -0.165
C -1.93 1.52 -4.30 0.151
C -1.63 1.36 -5.62 -0.430
C -1.35 2.58 -6.30 -0.525
C -1.44 3.66 -5.49 -0.528
S -1.88 3.20 -3.90 -0.087
H -1.59 0.39 -6.10 0.399
H -1.09 2.64 -7.35 0.392
H -1.27 4.70 -5.73 0.402
```

Output
* E_HOMO: -7.14 eV
* E: -115737.0959 eV
* LUMO energy: -0.63 eV
* HOMO-LUMO gap: 6.51 eV

---

No. 2
C47H44N2O25PS | ωB97M-V/def2-TZVPD

XYZ file:
```
120
Properties=species:S:1:pos:R:3:mulliken_charge:R:1
C -0.95 -1.42 -2.84 -1.135
C -0.08 -2.14 -3.95 0.538
C 1.23 -2.60 -3.23 -1.375
C 0.18 -1.01 -5.05 1.330
C -1.09 -0.86 -5.97 -1.268
C 1.50 -1.27 -5.83 -0.839
O 1.61 -0.58 -7.11 -0.283
S 2.33 0.89 -7.03 0.104
P 4.31 0.73 -6.09 0.330
N 5.30 -0.06 -7.01 -0.666
C 1.29 1.95 -5.98 0.803
C 1.74 2.37 -4.66 0.035
C 0.77 3.19 -4.01 -0.746
C -0.46 3.49 -4.66 -0.395
N -0.90 3.15 -5.90 -0.529
C 0.04 2.39 -6.48 -0.489
H -1.92 -1.07 -3.27 0.086
H -1.06 -2.05 -1.93 0.457
H -0.40 -0.50 -2.50 0.320
H -0.64 -3.01 -4.37 0.335
H 0.98 -3.32 -2.40 0.468
H 1.64 -1.67 -2.72 0.248
H 2.02 -3.00 -3.90 0.388
H 0.23 -0.06 -4.46 -0.362
H -1.55 -1.83 -6.23 0.412
H -0.89 -0.24 -6.88 0.262
H -1.82 -0.26 -5.38 0.179
H 1.52 -2.37 -6.08 0.381
H 2.35 -1.12 -5.13 0.091
H 4.77 2.04 -5.78 0.195
H 4.19 0.04 -4.84 0.099
H 5.61 -0.91 -6.53 0.277
H 2.71 2.10 -4.20 0.335
H 0.98 3.58 -3.00 0.412
H -1.18 4.11 -4.07 0.684
H -0.21 2.06 -7.51 0.501
C 0.34 7.22 -2.03 -0.933
C 0.68 8.03 -1.02 0.392
C -0.19 8.17 0.19 0.896
O 0.16 8.90 1.10 -0.584
C -1.44 7.41 0.23 -0.858
C -1.77 6.60 -0.78 0.290
C -0.89 6.45 -1.98 0.879
O -1.23 5.68 -2.87 -0.587
O -2.92 5.90 -0.77 -0.561
O 1.80 8.76 -1.04 -0.559
H 0.96 7.11 -2.91 0.465
H -2.07 7.53 1.10 0.435
H -2.93 5.39 -1.61 0.320
H 1.81 9.25 -0.20 0.359
C 4.17 -7.13 -0.35 -0.711
C 3.62 -6.01 -0.81 0.384
C 2.14 -5.78 -0.72 0.695
O 1.68 -4.72 -1.14 -0.412
C 1.31 -6.83 -0.14 -1.206
C 1.87 -7.95 0.31 0.468
C 3.35 -8.18 0.25 0.919
O 3.81 -9.21 0.69 -0.596
O 1.13 -8.93 0.85 -0.571
O 4.35 -5.03 -1.37 -0.643
H 5.24 -7.31 -0.41 0.441
H 0.25 -6.65 -0.10 0.465
H 1.77 -9.63 1.10 0.352
H 3.72 -4.34 -1.62 0.296
C 5.72 -2.63 2.60 -1.078
C 5.94 -1.31 2.69 0.360
C 4.90 -0.32 2.26 0.868
O 5.13 0.87 2.38 -0.639
C 3.65 -0.83 1.72 -0.445
C 3.44 -2.15 1.62 0.010
C 4.46 -3.14 2.07 1.131
O 4.22 -4.33 1.98 -0.581
O 2.29 -2.63 1.12 -0.591
O 7.09 -0.82 3.17 -0.569
H 6.46 -3.36 2.91 0.462
H 2.92 -0.10 1.40 0.534
H 2.38 -3.61 1.16 0.166
H 6.99 0.15 3.13 0.347
C -0.56 -2.84 6.25 -0.962
C 0.60 -3.04 5.62 0.225
C 1.19 -2.01 4.71 0.981
O 2.26 -2.23 4.17 -0.495
C 0.43 -0.78 4.49 -0.831
C -0.73 -0.58 5.12 0.275
C -1.30 -1.60 6.06 1.077
O -2.36 -1.36 6.62 -0.626
O -1.45 0.54 4.94 -0.584
O 1.30 -4.17 5.78 -0.592
H -0.99 -3.58 6.92 0.451
H 0.86 -0.05 3.82 0.531
H -2.24 0.43 5.51 0.245
H 2.10 -4.07 5.23 0.333
C -3.92 4.30 6.93 -1.020
C -3.74 5.15 7.95 0.329
C -3.21 4.70 9.27 0.967
O -3.05 5.51 10.15 -0.598
C -2.91 3.27 9.44 -0.795
C -3.09 2.42 8.43 0.336
C -3.60 2.88 7.09 1.065
O -3.73 2.07 6.19 -0.636
O -2.83 1.11 8.56 -0.562
O -4.03 6.45 7.83 -0.563
H -4.30 4.61 5.97 0.428
H -2.55 2.96 10.40 0.437
H -3.04 0.70 7.70 0.262
H -3.81 6.85 8.69 0.356
C -6.04 0.45 -0.99 -1.023
C -6.53 -0.76 -0.69 0.413
C -6.36 -1.93 -1.61 0.921
O -6.81 -3.01 -1.29 -0.597
C -5.65 -1.71 -2.87 -0.790
C -5.16 -0.51 -3.17 0.185
C -5.31 0.65 -2.24 1.071
O -4.82 1.73 -2.55 -0.638
O -4.50 -0.28 -4.32 -0.564
O -7.21 -0.98 0.44 -0.557
H -6.15 1.30 -0.34 0.426
H -5.55 -2.56 -3.54 0.446
H -4.25 0.67 -4.29 0.325
H -7.46 -1.92 0.42 0.355
```

Output
* E_HOMO: -10.90 eV
* E: -123730.7940 eV
* total charge: +1
* LUMO energy: -4.45 eV
* HOMO-LUMO gap: 6.45 eV

---

No. 3
C47H45BF5IN2O8P2S | ωB97M-V/def2-TZVPD

XYZ file:
```
112
Properties=species:S:1:pos:R:3:mulliken_charge:R:1
C 5.35 2.16 2.55 -0.819
C 3.78 2.48 2.47 -0.295
C 3.17 2.52 0.97 -0.624
I 4.62 2.19 -0.62 0.061
C 1.93 1.51 0.94 0.321
C 0.53 2.12 0.69 -1.186
C -0.72 1.19 0.67 0.148
C -2.12 1.96 0.37 0.157
C -1.87 3.12 -0.74 0.309
O -1.19 2.86 -1.78 -0.537
O -2.42 4.43 -0.65 -0.463
C -0.63 -0.37 0.90 0.387
P -2.21 -1.42 0.90 1.229
O -3.44 -0.66 1.48 -0.573
O -2.57 -1.78 -0.72 -0.474
O -2.07 -2.82 1.89 -0.511
C 0.80 -1.00 1.13 0.003
C 2.02 -0.02 1.15 0.482
S 3.72 -0.75 1.40 -0.197
C 3.55 -2.35 0.45 0.354
C 4.73 -2.93 -0.36 0.143
B 6.14 -2.10 -0.35 0.822
N 6.85 -1.89 0.96 -0.606
O 6.73 -1.53 -1.54 -0.640
C 4.57 -4.25 -1.15 -0.921
C 3.17 -4.93 -1.09 -0.510
C 1.95 -4.33 -0.29 0.389
P 0.34 -5.33 -0.38 -0.021
O -0.99 -4.31 -0.81 -0.290
O 0.53 -6.35 -1.78 -0.478
C 2.12 -2.99 0.53 -0.239
N 0.99 -2.45 1.31 -0.095
H 5.62 2.15 3.68 0.330
H 5.98 2.99 2.09 0.360
H 5.65 1.14 2.13 -0.035
H 3.23 1.70 3.13 0.327
H 3.60 3.50 2.98 0.354
H 2.75 3.59 0.82 0.197
H 0.47 3.26 0.54 0.112
H -2.89 1.25 -0.12 0.273
H -2.54 2.48 1.30 -0.137
H -2.96 4.54 -1.48 0.307
H -3.30 -2.45 -0.74 0.319
H -1.94 -2.53 2.82 0.355
H 6.83 -0.87 1.12 0.142
H 7.85 -2.15 0.87 0.260
H 6.04 -1.22 -2.16 0.283
H 5.42 -4.75 -1.75 0.298
H 3.07 -5.92 -1.68 0.404
H -0.59 -3.48 -1.16 0.340
H 0.26 -5.74 -2.52 0.308
H 0.15 -2.87 0.87 -0.041
F 3.09 5.12 -0.91 -0.217
C 2.88 6.42 -0.67 0.350
C 1.61 6.94 -0.82 -0.427
C 1.39 8.29 -0.57 -0.501
C 2.45 9.11 -0.18 -0.481
C 3.73 8.58 -0.04 -0.407
C 3.95 7.22 -0.28 -0.410
H 0.79 6.29 -1.13 0.580
H 0.39 8.71 -0.67 0.379
H 2.28 10.16 0.01 0.362
H 4.55 9.21 0.25 0.360
H 4.93 6.79 -0.17 0.430
F -3.91 -3.67 -1.93 -0.311
C -4.95 -4.41 -1.48 0.700
C -5.70 -5.14 -2.39 -0.502
C -6.77 -5.91 -1.92 -0.449
C -7.08 -5.91 -0.57 -0.450
C -6.32 -5.17 0.33 -0.665
C -5.24 -4.41 -0.13 -0.285
H -5.45 -5.12 -3.44 0.416
H -7.36 -6.49 -2.62 0.362
H -7.91 -6.51 -0.21 0.368
H -6.56 -5.17 1.39 0.366
H -4.64 -3.83 0.56 0.336
F 2.86 -7.01 0.89 -0.165
C 3.64 -8.10 0.75 0.291
C 3.11 -9.23 0.13 -0.372
C 3.91 -10.36 -0.02 -0.390
C 5.22 -10.35 0.46 -0.483
C 5.74 -9.21 1.07 -0.420
C 4.94 -8.08 1.21 -0.392
H 2.09 -9.22 -0.22 0.427
H 3.52 -11.24 -0.50 0.362
H 5.85 -11.23 0.34 0.358
H 6.76 -9.20 1.44 0.361
H 5.32 -7.18 1.68 0.458
F -2.68 2.29 3.43 -0.287
C -3.94 2.45 3.88 0.279
C -4.83 1.40 3.75 -0.088
C -6.13 1.54 4.22 -0.529
C -6.52 2.73 4.82 -0.446
C -5.62 3.79 4.94 -0.425
C -4.32 3.64 4.48 -0.472
H -4.50 0.48 3.27 0.428
H -6.83 0.72 4.13 0.380
H -7.54 2.84 5.19 0.362
H -5.93 4.72 5.40 0.361
H -3.60 4.44 4.57 0.416
F -4.75 8.79 -6.29 -0.310
C -4.08 7.80 -5.69 0.223
C -4.75 6.95 -4.83 -0.396
C -4.05 5.92 -4.21 -0.348
C -2.69 5.76 -4.45 -0.341
C -2.02 6.62 -5.31 -0.557
C -2.72 7.65 -5.94 -0.300
H -5.81 7.09 -4.65 0.401
H -4.57 5.24 -3.54 0.379
H -2.14 4.96 -3.96 0.468
H -0.96 6.50 -5.49 0.380
H -2.22 8.33 -6.62 0.404
```

Output
* E_HOMO: -7.94 eV
* E: -120602.1662 eV
* SMILES string: CC[C@@H](I)c1cc(CC(=O)O)c(P(=O)(O)O)c2c1Sc1c(B(N)O)ccc(P(O)O)c1N2.Fc1ccccc1.Fc1ccccc1.Fc1ccccc1.Fc1ccccc1.Fc1ccccc1
* LUMO energy: -0.50 eV
* HOMO-LUMO gap: 7.44 eV

---

No. 4
C47H45BrCl2N7O3Pb | ωB97M-V/def2-TZVPD

XYZ file:
```
106
Properties=species:S:1:pos:R:3:mulliken_charge:R:1
Pb -0.32 0.52 0.09 1.054
O -5.70 2.55 3.62 -0.515
C -4.61 2.27 2.91 0.696
C -3.65 3.21 2.54 -0.732
C -2.56 2.79 1.80 -0.901
N -2.38 1.52 1.42 0.292
C -3.31 0.65 1.79 0.234
Br -3.01 -1.15 1.25 -0.086
C -4.43 0.94 2.52 -0.597
H -5.76 3.48 3.84 0.333
H -3.74 4.25 2.82 0.417
H -1.80 3.49 1.49 0.362
H -5.16 0.18 2.78 0.547
Cl -0.91 5.84 -0.08 -0.129
C 0.49 5.11 -0.71 0.640
C 1.50 5.88 -1.24 -0.656
C 2.65 5.29 -1.75 0.957
Cl 3.87 6.27 -2.39 -0.154
C 2.83 3.85 -1.72 0.212
C 3.98 3.21 -2.18 -1.041
C 4.07 1.84 -2.08 -1.034
C 2.99 1.14 -1.53 -0.322
N 1.88 1.72 -1.10 0.600
C 1.80 3.06 -1.19 0.119
C 0.58 3.67 -0.66 -0.435
O -0.34 2.98 -0.19 -0.484
H 1.40 6.96 -1.27 0.522
H 4.80 3.79 -2.60 0.489
H 4.95 1.31 -2.41 0.511
H 3.04 0.06 -1.43 0.206
C -0.58 -3.50 2.51 -1.630
C -0.22 -3.81 1.08 1.604
C -0.69 -4.99 0.50 -0.805
C -0.33 -5.36 -0.79 -1.229
C 0.50 -4.52 -1.53 -0.651
C 0.97 -3.33 -1.00 1.070
C 1.84 -2.41 -1.81 -1.143
C 0.62 -2.99 0.31 -0.959
N 1.05 -1.74 0.85 1.345
C 1.88 -1.66 1.80 0.591
C 2.67 -2.81 2.35 -2.119
C 2.05 -0.30 2.47 0.613
C 3.07 -0.18 3.56 -2.137
N 1.27 0.63 2.11 1.516
C 1.25 1.91 2.76 -0.578
C 2.20 2.89 2.47 1.016
C 3.47 2.60 1.72 -1.773
C 2.00 4.16 3.00 -0.762
C 0.92 4.44 3.82 -1.196
C 0.03 3.42 4.16 -0.747
C 0.19 2.14 3.64 0.726
C -0.70 1.02 4.09 -1.477
H -1.53 -3.96 2.78 0.502
H -0.65 -2.43 2.70 0.119
H 0.17 -3.91 3.19 0.322
H -1.33 -5.64 1.08 0.550
H -0.67 -6.29 -1.21 0.557
H 0.80 -4.81 -2.53 0.403
H 2.01 -2.82 -2.81 0.537
H 2.81 -2.27 -1.34 0.371
H 1.37 -1.43 -1.93 0.004
H 2.53 -3.71 1.76 0.396
H 2.38 -3.02 3.38 0.434
H 3.74 -2.56 2.37 0.543
H 2.92 -0.95 4.32 0.555
H 3.01 0.80 4.04 0.418
H 4.07 -0.31 3.15 0.401
H 3.42 1.68 1.15 0.135
H 4.30 2.51 2.42 0.482
H 3.73 3.42 1.04 0.492
H 2.72 4.94 2.79 0.542
H 0.79 5.43 4.24 0.487
H -0.78 3.62 4.85 0.540
H -1.61 1.40 4.56 0.457
H -0.19 0.40 4.84 0.415
H -0.99 0.35 3.28 0.043
C -8.87 -3.71 -5.87 -1.366
C -7.43 -4.01 -5.68 0.758
C -6.65 -4.58 -6.72 -0.879
C -5.34 -4.86 -6.53 -0.625
C -4.72 -4.59 -5.27 0.872
N -3.42 -4.91 -5.13 0.074
C -2.68 -5.06 -3.90 0.236
O -2.26 -6.15 -3.64 -0.518
N -2.52 -3.97 -3.09 0.185
C -2.38 -2.59 -3.37 0.573
C -2.70 -1.93 -4.55 -0.483
C -2.48 -0.57 -4.63 -1.042
C -1.93 0.10 -3.55 -0.510
N -1.61 -0.52 -2.42 0.197
C -1.84 -1.82 -2.33 -0.370
C -5.48 -4.00 -4.22 -0.027
C -6.80 -3.73 -4.43 -0.949
H -9.26 -4.12 -6.79 0.381
H -9.01 -2.62 -5.88 0.345
H -9.45 -4.09 -5.03 0.387
H -7.12 -4.80 -7.67 0.403
H -4.75 -5.31 -7.32 0.426
H -3.03 -5.50 -5.86 0.318
H -2.04 -4.26 -2.24 -0.184
H -3.11 -2.45 -5.40 0.527
H -2.72 -0.03 -5.54 0.461
H -1.74 1.17 -3.60 0.525
H -1.57 -2.31 -1.39 0.259
H -5.02 -3.80 -3.27 0.498
H -7.39 -3.31 -3.63 0.445
```

Output
* E_HOMO (alpha / beta): -15.10 / -14.92 eV
* E: -166357.3174 eV
* total charge: +3
* LUMO energy (alpha / beta): -9.01 / -9.72 eV
* HOMO-LUMO gap (alpha / beta): 6.09 / 5.20 eV

---

Number 3 is which compound? C47H45BF5IN2O8P2S

---

Which of these has the lowest E? C47H45BrCl2N7O3Pb